Version a
{"formula": "C4H11N2", "method": "ωB97M-V/def2-TZVPD", "elements": ["C", "C", "C", "C", "N", "N", "H", "H", "H", "H", "H", "H", "H", "H", "H", "H", "H"], "xyz": [[0.225, 2.196, -0.317], [0.403, 1.197, 0.811], [-0.038, -0.232, 0.481], [0.471, -0.797, -0.624], [-0.164, -2.070, -1.148], [-0.887, -0.849, 1.352], [0.904, 2.040, -1.155], [-0.773, 2.097, -0.751], [0.374, 3.197, 0.076], [1.441, 1.159, 1.136], [-0.234, 1.465, 1.650], [1.131, -0.300, -1.307], [-0.068, -2.894, -0.581], [0.212, -2.259, -2.086], [-1.129, -1.791, -1.280], [-0.732, -1.828, 1.569], [-1.136, -0.330, 2.175]], "nbo_charge": [-0.60, -0.43, 0.26, -0.24, -0.68, -0.80, 0.21, 0.21, 0.24, 0.25, 0.21, 0.24, 0.43, 0.45, 0.45, 0.39, 0.41], "gap_ev": 9.7, "homo_ha": -0.4895, "total_charge": 1, "smiles": "CC/C(N)=C/[NH3+]"}

***

Version b
{"formula": "C4H11N2", "method": "ωB97M-V/def2-TZVPD", "elements": ["C", "C", "C", "C", "N", "N", "H", "H", "H", "H", "H", "H", "H", "H", "H", "H", "H"], "xyz": [[1.616, 0.040, 0.334], [0.222, -1.808, -0.284], [-1.768, 1.164, 0.255], [0.134, -0.290, 0.343], [1.976, 1.063, -0.326], [-0.670, 0.604, -0.511], [2.195, -0.574, 0.973], [0.558, -1.579, -1.312], [0.890, -2.475, 0.302], [-0.686, -2.527, -0.324], [-2.335, 1.856, -0.390], [-2.541, 0.418, 0.431], [-1.344, 1.689, 1.221], [-0.276, -0.371, 1.447], [2.898, 1.315, -0.042], [-0.929, 0.104, -1.278], [0.059, 1.371, -0.841]], "nbo_charge": [0.14, -0.65, -0.44, -0.13, -0.63, -0.52, 0.20, 0.22, 0.26, 0.26, 0.25, 0.24, 0.25, 0.26, 0.38, 0.43, 0.48], "gap_ev": 12.2, "homo_ha": -0.5608, "total_charge": 1, "smiles": "[H]/N=C/[C@H](C)[NH2+]C"}

***

Most stable one: version a, least stable one: version b.

***

Version a
{"formula": "C3H6FN", "method": "ωB97M-V/def2-TZVPD", "elements": ["C", "C", "C", "N", "F", "H", "H", "H", "H", "H", "H"], "xyz": [[1.206, 2.191, 0.363], [-0.427, -0.899, 0.588], [0.178, 0.204, -0.289], [1.295, 0.945, 0.340], [2.268, 2.882, 0.709], [0.233, 2.843, 0.206], [0.197, -1.692, 0.841], [-0.596, -0.611, 1.543], [-1.271, -1.392, 0.128], [-0.635, 1.084, -0.403], [0.414, -0.177, -1.168]], "nbo_charge": [0.49, -0.62, -0.19, -0.46, -0.32, 0.13, 0.21, 0.21, 0.21, 0.14, 0.19], "gap_ev": 11.3, "homo_ha": -0.3734, "smiles": "CC/N=C/F"}

***

Version b
{"formula": "C3H6FN", "method": "ωB97M-V/def2-TZVPD", "elements": ["C", "C", "C", "H", "H", "H", "H", "H", "H", "N", "F"], "xyz": [[0.765, -0.684, 0.021], [-0.481, 0.058, 0.094], [-0.887, 1.367, -0.030], [2.102, 0.639, 0.817], [2.026, 0.719, -0.818], [0.709, -1.261, -0.892], [0.810, -1.332, 0.920], [-1.985, 1.491, -0.007], [-0.211, 2.242, 0.110], [1.939, 0.118, -0.046], [-1.490, -0.864, -0.035]], "nbo_charge": [-0.30, 0.41, -0.53, 0.36, 0.36, 0.22, 0.22, 0.23, 0.22, -0.83, -0.36], "gap_ev": 10.5, "homo_ha": -0.3495, "smiles": "C=C(F)CN"}

***

Most stable one: version b, least stable one: version a.

***

Version a
{"formula": "CH3NO2S", "method": "ωB97M-V/def2-TZVPD", "elements": ["C", "N", "O", "O", "S", "H", "H", "H"], "xyz": [[0.157, -0.413, 0.298], [-0.572, 0.961, 0.525], [1.900, 1.364, 1.388], [0.134, 0.436, 2.887], [0.690, 0.683, 1.611], [-0.520, -1.298, 0.560], [0.734, -0.542, -0.568], [-0.475, 1.515, -0.198]], "nbo_charge": [-0.50, -0.81, -0.89, -0.88, 2.26, 0.23, 0.22, 0.37], "gap_ev": 11.1, "homo_ha": -0.3856, "smiles": "O=S1(=O)CN1"}

***

Version b
{"formula": "CH3NO2S", "method": "ωB97M-V/def2-TZVPD", "elements": ["C", "N", "O", "O", "S", "H", "H", "H"], "xyz": [[-0.291, -0.172, 0.430], [0.735, 0.628, 0.012], [0.519, 1.581, -0.711], [1.825, 0.313, 0.477], [-1.825, 0.210, -0.126], [0.315, -2.735, -0.242], [-0.040, -0.992, 0.982], [-1.237, 1.168, -0.824]], "nbo_charge": [-0.23, 0.44, -0.43, -0.38, 0.18, 0.00, 0.23, 0.19], "gap_ev": [9.2, 8.3], "homo_ha": [-0.4065, -0.3273]}

***

Version c
{"formula": "CH3NO2S", "method": "ωB97M-V/def2-TZVPD", "elements": ["C", "N", "O", "O", "S", "H", "H", "H"], "xyz": [[0.539, 0.110, -0.766], [0.244, 0.395, 0.632], [-1.592, -1.497, 0.159], [-2.037, 0.904, -0.186], [-1.103, -0.148, 0.060], [1.065, 0.927, -1.113], [0.885, -0.829, -1.007], [2.000, 0.137, 2.220]], "nbo_charge": [-0.42, -0.60, -0.84, -0.84, 2.23, 0.22, 0.22, 0.03], "gap_ev": [10.2, 8.1], "homo_ha": [-0.3821, -0.3938]}

***

Version d
{"formula": "CH3NO2S", "method": "ωB97M-V/def2-TZVPD", "elements": ["C", "N", "O", "O", "S", "H", "H", "H"], "xyz": [[-0.853, 0.381, -0.045], [0.836, -1.211, -0.433], [0.327, -1.645, 0.548], [0.184, -0.107, -0.884], [2.711, 1.075, 0.053], [-0.484, 1.357, 0.445], [-0.961, -0.437, 0.840], [-1.759, 0.586, -0.524]], "nbo_charge": [-0.35, 0.39, -0.31, -0.36, -0.02, 0.20, 0.24, 0.20], "gap_ev": [7.4, 7.4], "homo_ha": [-0.3673, -0.3672]}

***

Most stable one: version a, least stable one: version c.

***

Version a
{"formula": "CH3NO2S", "method": "ωB97M-V/def2-TZVPD", "elements": ["C", "N", "O", "O", "S", "H", "H", "H"], "xyz": [[-0.407, -0.215, -0.488], [0.994, -0.342, 0.134], [1.863, -0.371, -0.729], [1.120, -0.278, 1.347], [-1.583, 0.544, 0.681], [-0.165, 0.310, -1.407], [-0.710, -1.479, -0.398], [-1.112, 1.831, 0.860]], "nbo_charge": [-0.45, 0.51, -0.38, -0.35, 0.01, 0.25, 0.28, 0.14], "gap_ev": 10.1, "homo_ha": -0.3692, "smiles": "O=[N+]([O-])CS"}

***

Version b
{"formula": "CH3NO2S", "method": "ωB97M-V/def2-TZVPD", "elements": ["C", "N", "O", "O", "S", "H", "H", "H"], "xyz": [[-0.618, 0.648, -0.149], [-0.475, -0.648, 0.739], [2.011, -0.237, 0.189], [0.492, -1.111, -1.671], [0.714, -0.436, -0.461], [-1.391, 0.759, -0.925], [-0.441, 1.440, 0.562], [-0.293, -0.415, 1.716]], "nbo_charge": [-0.51, -0.84, -0.88, -0.87, 2.24, 0.24, 0.23, 0.40], "gap_ev": 10.8, "homo_ha": -0.3784, "smiles": "O=S1(=O)CN1"}

***

Most stable one: version b, least stable one: version a.

***

Version a
{"formula": "C4H13N4O", "method": "ωB97M-V/def2-TZVPD", "elements": ["C", "C", "N", "N", "N", "H", "H", "H", "H", "H", "H", "H", "H", "C", "C", "O", "N", "H", "H", "H", "H", "H"], "xyz": [[1.434, 0.407, -1.764], [0.024, 1.911, -0.396], [-1.069, 1.550, -1.053], [1.230, 1.393, -0.683], [-0.066, 2.929, 0.500], [-0.931, 0.809, -1.721], [-1.902, 2.084, -0.892], [1.962, 2.056, -0.472], [0.808, 3.253, 0.888], [-0.833, 2.873, 1.154], [0.601, -0.304, -1.935], [2.129, -0.316, -1.327], [1.660, 0.856, -2.711], [-0.086, -1.672, 2.027], [-0.610, -1.846, 0.634], [-0.753, -0.881, -0.119], [-1.089, -3.063, 0.311], [-0.863, -1.462, 2.744], [0.635, -0.870, 1.982], [-1.481, -3.379, -0.561], [-1.226, -3.749, 1.038], [0.426, -2.577, 2.356]], "nbo_charge": [-0.45, 0.70, -0.73, -0.56, -0.79, 0.44, 0.43, 0.41, 0.41, 0.42, 0.24, 0.24, 0.22, -0.71, 0.69, -0.70, -0.80, 0.25, 0.23, 0.41, 0.40, 0.23], "gap_ev": 10.6, "homo_ha": -0.4891, "total_charge": 1}

***

Version b
{"formula": "C4H13N4O", "method": "ωB97M-V/def2-TZVPD", "elements": ["C", "C", "C", "C", "N", "N", "N", "N", "O", "H", "H", "H", "H", "H", "H", "H", "H", "H", "H", "H", "H", "H"], "xyz": [[-2.578, 0.084, -0.087], [2.198, -1.186, -0.592], [2.557, 1.240, 0.029], [1.792, -0.060, 0.357], [-1.827, -1.013, 0.003], [-3.844, -0.070, -0.470], [-2.079, 1.301, 0.132], [-0.711, -1.067, 0.676], [0.469, 0.309, 0.234], [1.830, -0.977, -1.593], [3.281, -1.268, -0.627], [1.807, -2.149, -0.263], [2.380, 1.523, -1.004], [3.617, 1.061, 0.183], [2.230, 2.042, 0.684], [2.022, -0.333, 1.402], [-4.202, -0.998, -0.620], [-4.425, 0.721, -0.689], [-1.076, 1.391, 0.254], [-2.607, 2.128, -0.097], [-0.128, -1.866, 0.417], [-0.706, -0.812, 1.671]], "nbo_charge": [0.62, -0.64, -0.60, 0.07, -0.37, -0.74, -0.77, -0.16, -0.51, 0.23, 0.24, 0.19, 0.22, 0.23, 0.22, 0.17, 0.44, 0.42, 0.45, 0.42, 0.44, 0.42], "gap_ev": [8.4, 8.5], "homo_ha": [-0.4981, -0.4975], "total_charge": 1}

***

Version c
{"formula": "C4H13N4O", "method": "ωB97M-V/def2-TZVPD", "elements": ["C", "C", "O", "N", "H", "H", "H", "H", "H", "C", "C", "N", "N", "N", "H", "H", "H", "H", "H", "H", "H", "H"], "xyz": [[2.108, -1.892, -1.829], [0.975, -2.109, -0.851], [0.251, -1.182, -0.491], [0.819, -3.339, -0.330], [-0.020, -3.467, 0.213], [1.391, -4.149, -0.491], [2.353, -2.871, -2.242], [2.972, -1.388, -1.440], [1.704, -1.266, -2.619], [-0.423, 2.949, -0.265], [-1.087, 1.100, 1.157], [-2.366, 1.244, 0.796], [-0.117, 1.723, 0.452], [-0.779, 0.454, 2.272], [-2.632, 2.010, 0.199], [-3.034, 1.010, 1.513], [0.564, 1.075, 0.088], [0.186, 0.353, 2.549], [-1.407, -0.250, 2.618], [-1.254, 3.017, -0.971], [0.430, 3.302, -0.809], [-0.633, 3.677, 0.480]], "nbo_charge": [-0.71, 0.69, -0.71, -0.80, 0.40, 0.41, 0.22, 0.25, 0.25, -0.44, 0.71, -0.74, -0.60, -0.73, 0.43, 0.41, 0.45, 0.43, 0.41, 0.20, 0.25, 0.21], "gap_ev": 10.5, "homo_ha": -0.4845, "total_charge": 1}

***

Version d
{"formula": "C4H13N4O", "method": "ωB97M-V/def2-TZVPD", "elements": ["C", "C", "N", "N", "N", "H", "H", "H", "H", "H", "H", "H", "H", "C", "C", "O", "N", "H", "H", "H", "H", "H"], "xyz": [[-3.260, 0.187, -0.141], [-1.031, 0.396, -1.227], [0.068, -0.278, -1.866], [-2.039, -0.429, -0.588], [-1.242, 1.714, -1.553], [0.377, -1.179, -1.477], [0.760, 0.226, -2.361], [-1.659, -1.252, -0.237], [-2.043, 2.254, -1.298], [-0.440, 2.345, -1.685], [-4.145, -0.603, -0.025], [-3.901, 0.740, -0.915], [-3.016, 0.895, 0.726], [2.582, -1.605, 1.090], [1.884, -0.194, 1.097], [0.849, 0.146, 0.548], [2.533, 0.636, 2.012], [3.247, -1.791, 1.936], [3.064, -1.754, 0.095], [2.260, 1.614, 2.118], [3.310, 0.458, 2.483], [1.843, -2.523, 1.270]], "nbo_charge": [-0.48, 0.74, -0.75, -0.57, -0.78, 0.42, 0.41, 0.42, 0.43, 0.43, 0.27, 0.23, 0.22, -0.74, 0.71, -0.68, -0.80, 0.24, 0.24, 0.40, 0.39, 0.24], "gap_ev": 10.7, "homo_ha": -0.4951, "total_charge": 1}

***

Most stable one: version c, least stable one: version b.

***

Version a
{"formula": "C4H13N4O", "method": "ωB97M-V/def2-TZVPD", "elements": ["C", "C", "O", "N", "H", "H", "H", "H", "H", "C", "C", "N", "N", "N", "H", "H", "H", "H", "H", "H", "H", "H"], "xyz": [[1.907, -1.086, -2.960], [0.602, -1.167, -2.238], [0.399, -0.285, -1.401], [-0.348, -2.175, -2.403], [-1.163, -2.241, -1.924], [-0.264, -3.045, -2.849], [2.758, -1.778, -2.569], [2.573, -0.183, -2.875], [1.643, -1.070, -3.996], [-0.361, 2.756, 1.353], [-0.718, 0.380, 1.953], [-2.047, 0.140, 1.702], [0.030, 1.370, 1.266], [-0.014, -0.265, 3.011], [-2.535, 0.071, 0.799], [-2.455, -0.576, 2.279], [0.642, 1.009, 0.563], [1.018, -0.433, 2.930], [-0.473, -1.154, 3.486], [-1.440, 3.051, 1.526], [-0.085, 3.326, 0.344], [0.331, 3.355, 2.004]], "nbo_charge": [-0.74, 0.69, -0.68, -0.81, 0.39, 0.40, 0.26, 0.26, 0.24, -0.45, 0.76, -0.75, -0.67, -0.76, 0.46, 0.40, 0.46, 0.45, 0.41, 0.24, 0.23, 0.22], "gap_ev": 8.9, "homo_ha": -0.4725, "total_charge": 1}

***

Version b
{"formula": "C4H13N4O", "method": "ωB97M-V/def2-TZVPD", "elements": ["C", "C", "N", "N", "N", "H", "H", "H", "H", "H", "H", "H", "H", "C", "C", "O", "N", "H", "H", "H", "H", "H"], "xyz": [[0.409, 0.138, -1.930], [0.600, 2.208, -0.636], [0.019, 1.635, 0.432], [0.938, 1.516, -1.760], [0.438, 3.529, -0.851], [-0.070, 0.637, 0.486], [-0.077, 2.046, 1.368], [1.153, 2.139, -2.514], [0.447, 3.924, -1.780], [0.034, 4.171, -0.175], [0.946, -0.485, -1.170], [1.181, -0.235, -2.860], [-0.637, 0.039, -2.172], [-1.668, -3.129, 1.478], [-0.613, -2.137, 1.134], [-0.658, -1.193, 0.366], [0.600, -2.401, 1.732], [-2.173, -3.421, 0.559], [-2.514, -2.834, 2.165], [1.422, -1.832, 1.518], [0.738, -3.026, 2.492], [-1.256, -3.959, 2.075]], "nbo_charge": [-0.45, 0.68, -0.78, -0.56, -0.77, 0.45, 0.43, 0.40, 0.42, 0.42, 0.25, 0.23, 0.24, -0.74, 0.71, -0.69, -0.81, 0.26, 0.26, 0.40, 0.40, 0.23], "gap_ev": 10.7, "homo_ha": -0.4973, "total_charge": 1}

***

Most stable one: version b, least stable one: version a.